C6H12O | ωB97M-V with the def2-TZVPD basis set

```
19
Properties=species:S:1:pos:R:3:forces:R:3
C -2.029357 0.148971 -0.625176 -0.0350 -0.0049 -0.0212
C -0.692728 -0.132093 0.049240 0.0689 0.2486 -0.2211
O -0.869551 -0.964825 1.198208 -0.0573 -0.3264 -0.0666
C 0.375168 -0.737963 -0.872100 -0.0050 -0.0149 -0.0309
C 1.698453 -0.524105 -0.116500 0.0972 -0.0565 0.0361
C 1.462549 0.703923 0.801939 0.0587 0.0591 0.0795
C 0.000636 1.123673 0.574099 -0.0312 0.1023 0.0103
H -2.486209 -0.770161 -1.011001 0.0812 0.0827 0.0779
H -1.903751 0.839860 -1.466522 0.0007 -0.1016 0.1198
H -2.722090 0.599186 0.093162 0.0883 -0.0736 -0.0910
H -1.022204 -1.866154 0.884936 -0.0343 0.1354 0.1261
H 0.173642 -1.795050 -1.096983 0.0097 0.1923 0.0218
H 0.380656 -0.195963 -1.827040 -0.0399 -0.0743 0.1563
H 1.936764 -1.401885 0.490204 -0.0398 0.0881 -0.0796
H 2.539230 -0.375181 -0.800749 -0.1299 -0.0135 0.0703
H 2.154611 1.521820 0.582250 -0.0852 -0.0909 -0.0032
H 1.617236 0.433489 1.849535 -0.0166 -0.0036 -0.1372
H -0.070958 1.917533 -0.177873 0.0153 -0.1110 0.0422
H -0.491966 1.482042 1.482359 0.0542 -0.0373 -0.0895
```
Forces are in eV/Å.

Spin multiplicity ... 1
Kohn-Sham gap ... 11.16 eV
SMILES ... CC1(O)CCCC1